Entry one
A molecular structure, H80O40. Source: the Open Molecules 2025 dataset; level of theory: ωB97M-V/def2-TZVPD.

Geometry as XYZ:
```
120
Properties=species:S:1:pos:R:3:mulliken_charge:R:1
H -2.9079 0.7124 -5.2136 0.294
H -3.8644 1.7552 -4.5745 0.292
O -3.5841 1.3633 -5.4028 -0.616
H 0.1013 4.2646 4.3938 0.279
H 0.3864 5.8410 3.8978 0.337
O 0.4269 5.1411 4.5353 -0.633
H 2.0027 -5.5127 2.7606 0.228
H 2.9519 -4.8237 1.5910 0.311
O 2.1820 -4.7730 2.1792 -0.481
H 3.8985 4.8186 -1.7366 0.311
H 2.9640 5.4167 -2.7837 0.303
O 3.5673 4.6904 -2.6333 -0.624
H 1.9357 -3.2376 -4.7854 0.291
H 3.2571 -3.8475 -4.4197 0.259
O 2.4427 -3.5413 -4.0096 -0.562
H 2.6069 3.1108 -3.4239 0.378
O 2.8978 2.3357 -3.9037 -0.613
H -3.2351 -2.0970 0.2931 0.355
O -4.0383 -1.7531 0.7005 -0.713
H 3.0600 2.4457 -1.9797 0.435
H 3.9535 1.4869 -1.2053 0.216
O 3.6659 2.4042 -1.2257 -0.595
H -3.0737 1.4837 3.5855 0.232
H -2.2987 1.1421 4.9390 0.240
O -2.2337 1.4074 4.0183 -0.469
H 0.4625 4.7084 1.6262 0.389
H -0.3277 5.9829 0.9876 0.162
O 0.0708 5.5759 1.7532 -0.566
H -1.3958 3.6277 2.1184 0.174
H -2.2572 3.5045 0.5759 0.301
O -1.5512 3.4762 1.2008 -0.498
H 0.6275 -4.7943 0.3275 0.342
O 0.2969 -4.0403 -0.1682 -1.002
H -1.6492 -3.0176 -0.5824 0.019
H -1.5108 -3.2116 -2.0198 0.344
O -1.9841 -2.6359 -1.4051 -0.669
H -0.7383 -5.4547 4.0435 0.285
H -1.9320 -5.4487 3.1128 0.284
O -1.0309 -5.7913 3.1876 -0.624
H -3.0832 5.4868 -1.5251 0.157
H -4.3216 4.5560 -1.2272 0.319
O -4.0249 5.3783 -1.6154 -0.636
H -3.8206 -3.2745 2.2919 0.245
H -4.2965 -2.6959 3.7494 0.232
O -3.5903 -2.8393 3.1247 -0.470
H 1.7790 -1.0435 -4.3995 0.512
H 0.4855 -1.6015 -5.1557 0.322
O 1.3948 -1.3047 -5.2292 -0.823
H 2.0650 1.1255 -6.3513 0.283
H 0.9223 0.4517 -5.5402 0.318
O 1.2016 1.2852 -5.9573 -0.651
H 2.4165 3.5580 2.4847 0.337
O 2.0059 3.4473 1.6199 -0.650
H -2.0332 -0.5423 -2.4265 0.227
H -1.6129 0.7144 -2.5900 0.213
O -2.3140 0.1894 -3.0263 -0.512
H -2.2546 3.3468 -2.3401 0.258
O -2.1690 3.5180 -1.3827 -0.502
H -0.2154 0.2833 2.9601 0.203
H 0.9616 -0.3743 2.2453 0.367
O 0.4151 0.4195 2.2489 -0.157
H 1.9786 -0.8636 -1.6076 0.085
H 3.0113 -1.0382 -2.8236 0.299
O 2.3298 -0.4920 -2.4217 -0.314
H -0.7138 -2.3120 6.6497 0.305
H -2.1081 -2.1922 6.0653 0.303
O -1.4272 -1.6884 6.4609 -0.635
H 1.0449 4.2658 -5.2168 0.291
H 1.0540 2.8074 -5.0825 0.386
O 0.6846 3.6078 -4.6065 -0.670
H -1.0132 -3.5753 2.0963 -0.433
H 0.4060 -4.0585 1.8564 0.074
O -0.2243 -3.3519 1.5846 1.051
H -0.6568 -1.5550 1.1381 0.024
H -0.3756 0.0368 0.7766 0.338
O -0.6620 -0.8891 0.4413 0.021
H 1.9327 -2.6872 1.7726 0.099
H 1.3600 -1.9575 2.9995 0.094
O 2.0963 -1.9946 2.4049 -0.793
H 1.3915 -0.4870 0.2235 -0.056
H 2.1038 0.8753 0.2708 0.254
O 2.2469 -0.0547 0.3517 -0.191
H -0.8964 -1.1332 4.5546 0.034
H -1.7745 -1.6033 3.3673 -0.159
O -0.9102 -1.2643 3.6100 0.142
H -2.4214 1.6079 1.4014 0.086
H -1.9704 0.1965 1.3361 0.282
O -2.7702 0.7210 1.5510 -0.147
H 3.8646 -4.4699 -0.6158 0.369
O 3.2333 -5.1559 -0.3682 -0.688
H 2.0976 -3.2651 -1.9527 0.366
H 1.6676 -3.1377 -0.4535 0.527
O 2.3000 -2.8381 -1.1057 -0.956
H 1.4114 2.7145 1.8456 0.231
H 2.7033 1.4765 -4.1271 0.231
H -1.3648 3.3270 -0.8979 0.244
H -3.7724 -0.8910 1.0398 0.207
H 0.1488 -3.3264 0.4306 0.320
H 2.4591 -4.8759 -0.8175 0.299
O -1.1393 6.6915 -1.7935 -0.619
H -1.4180 6.1968 -1.0161 0.399
H -1.5968 6.1684 -2.4649 0.341
O -3.5908 -4.3164 0.6485 -0.558
H -3.9204 -5.0061 0.0568 0.222
H -4.4057 -3.8220 0.8215 0.293
O 5.1748 -1.4229 4.0752 -0.645
H 4.6937 -1.6145 3.2656 0.341
H 4.4614 -1.0479 4.5944 0.308
O -6.0231 0.9772 1.3305 -0.621
H -5.3118 0.7950 1.9468 0.287
H -5.7992 0.7231 0.4322 0.310
O 0.4019 -3.5467 5.2602 -0.575
H 0.7825 -2.6737 5.1071 0.253
H 1.2254 -4.0539 5.3189 0.296
O -1.9594 3.4310 -4.0754 -0.559
H -1.0181 3.1734 -4.1375 0.444
H -1.9517 4.2960 -4.4812 0.177
O 6.2958 -1.7090 -2.5092 -0.637
H 6.1925 -1.9170 -1.5760 0.314
H 6.3602 -0.7488 -2.5137 0.322
```

- Kohn-Sham gap (eV) = 9.3
- HOMO level (eV) = -10.2
- total charge = 0



Entry two
40 unconnected molecules or ions with the total composition H80O40. Source: the Open Molecules 2025 dataset; level of theory: ωB97M-V/def2-TZVPD.

Geometry as XYZ:
```
120
Properties=species:S:1:pos:R:3:mulliken_charge:R:1
H 0.3149 -3.9262 2.3864 0.362
H 1.7177 -3.5031 2.5339 -0.145
O 1.0247 -3.5364 1.7685 -0.099
H -1.0841 1.4746 -4.0781 0.241
H -1.0994 0.1983 -4.8588 0.283
O -0.6649 1.0667 -4.8481 -0.570
H -4.9589 2.4557 -2.9223 0.292
H -4.2831 2.8965 -1.6610 0.193
O -4.4919 2.0876 -2.1965 -0.620
H -1.6531 0.0644 2.1500 0.274
H -2.6426 0.4774 3.3912 0.213
O -2.1363 -0.2420 2.9265 -0.621
H -2.7549 -5.5667 -2.4191 0.289
H -2.6338 -4.9807 -3.9326 0.301
O -3.0283 -4.8713 -2.9574 -0.559
H 3.3065 -3.5373 -3.9393 0.281
O 3.1605 -3.0671 -4.7805 -0.640
H 0.1592 4.4780 -0.0057 0.099
O -0.3332 4.5904 0.8468 -0.512
H -0.7098 -5.4638 -2.1042 0.317
H 0.3624 -6.2945 -2.6975 0.346
O -0.5236 -6.3842 -2.2739 -0.705
H 1.5798 -3.9260 5.1787 0.298
H 1.4076 -4.8816 3.9421 0.262
O 1.8567 -4.0913 4.2244 -0.633
H 1.0194 4.9235 -3.9998 0.326
H 1.0387 4.8018 -2.3956 0.323
O 0.4594 4.7959 -3.1685 -0.621
H 3.2079 -3.2393 -0.3791 0.155
H 4.3513 -2.9916 0.7487 0.399
O 4.0488 -2.8355 -0.2057 -0.717
H 1.2086 2.1498 -5.6729 0.275
O 1.5693 2.7084 -4.9257 -0.625
H 4.6249 1.9934 1.6850 0.273
H 3.2173 2.1649 0.8430 0.089
O 4.0093 2.5040 1.2359 -0.566
H -3.6304 -2.0517 -3.1458 0.340
H -2.3079 -2.1348 -3.7135 0.272
O -3.2108 -2.1826 -4.0025 -0.651
H -5.5177 -0.2047 2.1447 0.286
H -4.8682 1.2746 1.9809 0.354
O -5.5683 0.7158 2.3455 -0.652
H 3.2594 -1.9235 -1.9710 0.339
H 3.6419 -0.6188 -2.6535 0.270
O 3.0098 -1.3671 -2.7507 -0.628
H 2.2393 1.6546 4.1222 0.254
H 2.9025 1.9861 5.3893 0.311
O 3.1285 1.6216 4.4857 -0.584
H 3.5279 -2.9986 2.9884 0.174
H 4.5794 -4.1246 2.7614 0.317
O 3.6542 -3.9130 2.5612 -0.657
H 2.0923 2.3251 -1.4829 0.179
O 2.4626 3.1924 -1.7869 -0.757
H -0.6843 -1.7151 3.4639 0.334
H 0.7343 -2.5022 3.9335 0.287
O -0.2166 -2.4782 3.7196 -0.600
H 2.5144 4.4823 2.6519 0.207
O 1.9355 3.8530 2.2004 -0.362
H 1.8479 -4.1508 -1.3173 0.351
H 0.8981 -3.2125 -1.7651 0.256
O 1.2015 -4.0714 -2.0396 -0.547
H 0.9926 1.8157 1.1931 0.128
H 0.9753 1.4767 -0.4006 -0.212
O 1.3042 2.0499 0.2620 1.220
H 3.0653 -0.5400 1.7985 0.060
H 3.2130 -0.7992 3.3147 0.284
O 2.8115 -1.1212 2.5405 -0.301
H -1.3966 3.8159 -1.3927 0.139
H -1.4173 2.2934 -1.4158 -0.041
O -1.8649 3.0373 -1.0773 -0.263
H -3.4021 1.0662 -1.0883 0.083
H -3.7409 -0.2312 -0.3468 0.278
O -3.6255 0.7200 -0.2437 0.022
H -1.2919 2.3110 0.3263 -0.370
H -0.9577 2.4190 1.8485 0.172
O -1.0171 1.8170 1.1042 0.575
H -0.2741 -6.1073 -0.4005 0.350
H 0.5004 -4.8849 0.3022 0.339
O 0.5672 -5.7085 -0.1532 -0.605
H 1.1102 6.0366 0.8656 0.341
H 2.4562 6.4084 1.2397 0.326
O 1.7165 6.7591 0.7271 -0.610
H 4.1500 0.8932 -1.2151 0.288
H 5.2737 1.9614 -1.0590 0.332
O 5.1201 1.0193 -1.1018 -0.617
H 5.6165 -1.9277 1.2891 0.289
H 5.6479 -1.8423 2.9531 0.297
O 5.6483 -2.3471 2.1331 -0.648
H -4.7580 0.6664 5.0838 0.317
O -3.8515 1.0799 5.1430 -0.574
H -0.3717 5.4272 3.8389 0.293
H -0.4154 5.9746 2.4505 0.340
O -0.2858 6.2301 3.3898 -0.620
H 2.4615 3.4881 -2.7141 0.234
H 3.1063 -2.1692 -4.4737 0.383
H 1.9422 3.8517 1.2343 0.066
H -1.1428 4.1766 1.0462 0.022
H 1.1586 2.6412 -4.0604 0.346
H -3.2159 0.4510 4.8068 0.220
O 0.5285 -1.9136 -0.1843 -0.009
H -0.2604 -1.4324 0.0962 0.019
H 0.6215 -2.5251 0.6276 0.108
O -3.2239 -1.9853 -0.5579 -0.720
H -3.8870 -2.6785 -0.1391 0.344
H -2.4115 -2.2763 0.0018 0.179
O -3.8801 -4.8947 0.1514 -0.561
H -4.1505 -5.4848 0.8444 0.252
H -4.4439 -4.9796 -0.6299 0.319
O 1.3664 0.3568 -1.8310 -0.222
H 1.5073 -0.5257 -1.4324 -0.079
H 1.4779 0.1194 -2.7265 0.183
O -4.6707 0.3711 -4.6667 -0.613
H -4.4151 -0.5502 -4.7350 0.335
H -3.8498 0.7588 -4.3282 0.296
O -4.2303 3.9236 0.6446 -0.511
H -3.5417 4.4604 0.3065 0.255
H -5.0812 4.3554 0.4355 0.252
O -3.7698 2.5577 2.8455 -0.487
H -3.3483 3.3986 2.4532 0.136
H -4.5759 2.9627 3.1568 0.290
```

- Kohn-Sham gap (eV) = 9.6
- HOMO level (eV) = -10.2
- total charge = 0



Entry three
40 unconnected molecules or ions with the total composition H80O40. Source: the Open Molecules 2025 dataset; level of theory: ωB97M-V/def2-TZVPD.

Geometry as XYZ:
```
120
Properties=species:S:1:pos:R:3:mulliken_charge:R:1
H 4.7999 2.5704 0.1773 0.219
H 5.4617 2.1816 1.5137 0.428
O 5.5770 2.7364 0.7240 -0.670
H -2.6877 -2.9810 -0.8570 0.368
H -3.8312 -3.6632 -1.5561 0.355
O -3.3798 -3.6726 -0.6996 -0.715
H 3.6212 -4.6031 -1.6859 0.325
H 4.5914 -4.3262 -2.7988 0.285
O 4.5584 -4.4861 -1.8545 -0.616
H 1.1051 3.2902 0.7105 0.128
H 1.7486 2.4148 1.7465 0.132
O 1.9666 2.9275 0.9450 -0.454
H 1.0697 1.4334 -5.9278 0.297
H 0.6962 3.0147 -6.2564 0.276
O 0.7336 2.2838 -5.6475 -0.549
H 0.4792 -4.9529 -4.1548 0.314
O 0.0223 -4.2644 -3.6529 -0.566
H -3.2372 4.7845 -1.8756 0.269
O -3.0888 4.0192 -1.2932 -0.499
H 4.0152 0.8805 -2.0436 0.326
H 2.4746 1.1080 -1.7555 0.012
O 3.3785 1.2573 -1.4286 -0.279
H -0.0825 0.5149 1.5960 -0.938
H 1.2482 0.5028 0.8410 -0.168
O 0.6853 -0.0231 1.4289 2.741
H -2.6435 2.0540 1.1328 0.107
H -1.6671 1.4346 2.0029 0.033
O -1.7259 2.1979 1.3967 -0.018
H -5.2487 0.0476 -0.8204 0.240
H -5.7556 1.4415 -0.7391 0.357
O -5.5510 0.7620 -1.3897 -0.599
H -2.6444 -2.6023 4.4959 0.373
O -3.1946 -3.4009 4.4556 -0.669
H 0.4794 -5.4869 -0.8187 0.412
H 1.2621 -4.2868 -0.5783 0.196
O 1.2890 -5.0303 -1.1991 -0.657
H -5.2354 -0.9409 1.9637 0.274
H -6.5204 -0.8098 1.0706 0.322
O -6.1913 -1.0465 1.9426 -0.650
H -0.2856 3.3617 -2.2225 0.168
H 1.1461 3.3155 -1.9269 0.151
O 0.3127 2.9918 -1.5539 -0.080
H 3.6550 -0.7154 3.3103 0.458
H 2.6791 -1.5534 2.5371 0.148
O 3.3556 -1.6370 3.2337 -0.727
H -0.7893 1.2921 -4.5565 0.192
H -0.6264 0.7340 -2.9661 0.251
O -1.0596 1.2721 -3.6328 -0.678
H -1.0653 -2.7142 -1.9867 0.258
H -0.8357 -3.9231 -1.2534 0.202
O -0.8928 -2.9735 -1.0583 -0.337
H 3.9247 -1.6999 -3.2416 0.248
O 4.0900 -1.0808 -3.9648 -0.542
H -0.9675 -0.6388 3.4853 0.133
H -2.0746 -1.2589 2.6355 0.396
O -1.9317 -0.7619 3.4871 -0.945
H -0.6441 1.1320 -0.2699 -0.366
O -1.3694 0.8439 -0.8194 0.345
H 0.5832 -4.1134 1.3874 0.269
H 1.3932 -4.1372 2.6077 0.317
O 0.6486 -3.6408 2.2322 -0.511
H -1.5240 4.3788 2.1888 0.223
H -1.7434 5.9693 2.0133 0.297
O -2.1493 5.1110 2.1571 -0.625
H 1.0687 5.9647 0.8293 0.298
H 0.1833 6.7174 0.1260 0.326
O 0.7404 6.8828 0.9038 -0.640
H -0.8705 5.2922 -4.2057 0.310
H 0.2617 4.4348 -3.9588 0.249
O -0.1909 5.1792 -3.5295 -0.597
H 1.4703 -1.5403 1.0196 0.065
H 2.6801 -2.6538 1.2509 0.222
O 2.3678 -1.8829 0.7627 -0.467
H 2.3632 -1.5556 -5.7396 0.262
H 2.6953 -0.0219 -6.0359 0.300
O 2.0207 -0.7125 -6.0107 -0.594
H -2.2842 -4.8769 2.9900 0.224
H -0.6413 -4.8522 2.5838 0.362
O -1.5785 -4.9080 2.3412 -0.532
H 3.8245 1.4185 2.8539 0.323
H 4.2722 0.4661 1.6307 0.298
O 4.4596 0.7647 2.5303 -0.812
H -2.3696 -1.2716 -2.1923 0.199
H -2.0103 -0.2374 -3.2488 0.450
O -2.0800 -1.2050 -3.1254 -0.673
H 1.0919 -0.1778 3.5911 0.030
H 1.4070 1.1430 4.5385 0.265
O 1.6621 0.5466 3.8406 -0.622
H -3.2866 0.1947 3.2008 0.427
O -3.9590 0.8498 2.9115 -0.530
H -1.8282 -5.0585 -0.4080 0.294
H -1.3645 -5.9479 0.7380 0.328
O -1.0534 -5.5825 -0.1111 -0.718
H 4.9867 -0.8404 -3.7054 0.278
H 0.8248 -3.8477 -3.3075 0.208
H -1.8941 1.4290 -1.3834 0.049
H -2.3037 4.4875 -0.9457 0.223
H -3.8797 -3.1647 3.8244 0.317
H -4.8777 0.5920 2.9275 0.274
O -5.5968 3.0597 0.6464 -0.621
H -5.5178 2.2058 1.1025 0.276
H -5.8103 3.8579 1.1187 0.268
O -2.0266 -0.8606 0.9229 -0.056
H -1.8618 -0.2100 0.1491 -0.115
H -1.3567 -1.5547 0.8624 -0.006
O -0.1622 3.2456 4.1270 -0.637
H -0.6209 3.0328 3.2999 0.152
H -0.9826 3.3175 4.6441 0.362
O -0.1646 -2.1171 5.1499 -0.568
H 0.6572 -1.7829 5.5245 0.276
H 0.1507 -2.8289 4.5755 0.276
O 4.8126 -1.1141 -1.3966 -0.529
H 4.0081 -0.7573 -0.9759 0.109
H 5.3584 -0.6669 -0.7271 0.318
O 3.6518 4.6954 -1.5031 -0.608
H 3.7083 4.0144 -0.8220 0.271
H 4.4110 4.3947 -2.0223 0.321
O 0.7887 -0.6673 -1.1747 0.753
H 0.5290 -1.3155 -0.5214 -0.471
H 1.7091 -0.8082 -1.3992 -0.153
```

- Kohn-Sham gap (eV) = 10.4
- HOMO level (eV) = -10.9
- total charge = 0



Entry four
40 unconnected molecules or ions with the total composition H80O40. Source: the Open Molecules 2025 dataset; level of theory: ωB97M-V/def2-TZVPD.

Geometry as XYZ:
```
120
Properties=species:S:1:pos:R:3:mulliken_charge:R:1
H -5.0994 0.2265 -0.6697 0.270
H -5.1986 -1.1417 -1.1942 0.274
O -5.6023 -0.4250 -0.8803 -0.563
H 3.9043 -4.7144 -1.8797 0.302
H 2.9089 -4.4255 -0.6538 0.429
O 3.5663 -5.1717 -1.1696 -0.651
H -1.7753 6.0025 2.5357 0.255
H -0.8601 4.8316 3.1728 0.505
O -1.2569 5.7469 3.2568 -0.651
H 1.6745 -1.8948 -2.0619 -0.137
H 2.9581 -2.6780 -2.4214 0.471
O 1.9262 -2.6270 -2.6109 -0.483
H -3.2815 -0.9261 4.4132 0.317
H -2.8976 -2.1189 5.3494 0.300
O -2.6049 -1.2857 4.8787 -0.630
H -5.0177 -2.1968 2.5295 0.534
O -4.7336 -2.1908 3.4949 -0.822
H 2.3325 4.2462 0.2954 0.274
O 2.7651 3.4011 0.2215 -0.665
H -0.2748 3.8944 -1.1943 0.273
H -1.4373 3.6254 -1.6460 0.068
O -0.5939 3.1672 -1.6558 -0.273
H 1.1601 1.9620 4.4090 0.225
H 1.5352 1.8891 5.7972 0.213
O 1.8757 1.6303 5.0470 -0.515
H -1.4217 -3.2497 -0.8931 0.268
H -0.7909 -1.8671 -0.7598 0.060
O -1.5619 -2.3405 -0.5724 -0.418
H -3.0179 1.0075 -3.9100 0.225
H -4.3684 1.1583 -3.5330 0.274
O -3.5408 1.3764 -3.1818 -0.479
H -5.1006 2.5555 2.4812 0.283
O -5.4388 2.6829 1.5219 -0.598
H 5.3043 0.1759 3.3755 0.331
H 4.1429 0.8280 4.0508 0.245
O 4.5911 0.6844 3.1566 -0.492
H -0.2593 0.7299 2.8002 0.217
H 1.2269 0.0038 2.4508 0.153
O 0.5932 0.6719 3.0941 -0.267
H 0.0777 -0.4726 -1.2542 -0.355
H 0.3239 0.9975 -1.3996 0.029
O 0.7026 0.2353 -1.2279 0.744
H 4.3207 -1.6101 3.8400 0.306
H 2.7972 -0.9909 3.4903 0.287
O 3.4084 -1.7051 3.3521 -0.646
H 5.3576 1.3978 0.0356 0.373
H 6.5676 2.5169 0.1603 0.301
O 6.3587 1.5362 0.2301 -0.616
H -3.0431 -3.2424 -3.7503 0.331
H -2.2087 -2.1256 -3.8405 0.296
O -3.2267 -2.3649 -3.9227 -0.655
H -4.5965 0.7426 3.2153 0.284
O -5.3914 0.3568 3.0088 -0.633
H -0.6721 2.7208 -3.7870 0.239
H 0.6207 2.4586 -4.2947 0.316
O -0.2558 2.0108 -4.3172 -0.579
H 5.4174 -1.2190 1.9427 0.292
O 6.2560 -1.0732 2.1602 -0.694
H 2.2932 1.2468 -1.9884 0.122
H 2.8836 2.4296 -1.2511 0.459
O 3.0399 1.6239 -1.7760 -0.835
H 0.5028 -5.3785 3.1939 0.295
H -0.5556 -4.1595 3.1767 0.296
O -0.2911 -5.0814 2.8001 -0.605
H -1.2365 -5.8875 -0.8816 0.242
H -1.5105 -5.6261 -2.1257 0.220
O -1.8750 -5.6779 -1.4023 -0.493
H -1.0300 -2.4772 -4.2130 0.361
H -0.5318 -4.1622 -3.8215 0.327
O -0.9111 -3.2168 -3.4811 -0.611
H 1.6517 -3.6316 0.7034 0.250
H 1.1598 -3.1043 -0.6836 0.088
O 1.9726 -3.2059 -0.1313 -0.404
H -0.5049 -0.0757 -4.1913 0.180
H 0.0244 -0.3651 -5.6396 0.329
O 0.1335 -0.6077 -4.5721 -0.574
H -2.3907 2.3477 0.0251 0.261
H -3.0228 3.3485 1.1133 0.245
O -2.3170 2.7821 1.0736 -0.401
H -2.4789 0.4696 -0.8645 0.292
H -1.0697 0.6151 -1.1851 -0.655
O -1.7857 1.1371 -1.0088 0.264
H -1.4924 -2.8632 1.8571 0.134
H -1.6713 -2.1805 3.2269 0.338
O -2.0689 -2.5934 2.4182 -0.383
H -1.6193 3.0403 2.5722 0.480
H -0.2053 2.5201 2.7299 0.217
O -0.6950 3.0743 3.1847 -0.685
H 3.3720 2.3295 -4.9381 0.312
O 3.1564 2.9847 -4.3029 -0.667
H 0.3598 5.1965 -2.3005 0.338
H -0.2155 6.4443 -1.6372 0.213
O 0.0911 5.6420 -1.4782 -0.559
H -5.4296 -0.5559 3.2045 0.359
H -3.9840 -2.7069 3.5716 0.278
H 6.7418 -0.5148 1.4431 0.331
H 2.5505 2.9054 1.0121 0.234
H -5.7186 1.8762 1.1533 0.309
H 3.0613 2.5579 -3.4660 0.361
O -3.7932 4.3921 -1.0511 -0.504
H -3.4550 5.0907 -1.6107 0.251
H -4.5418 4.0434 -1.3257 0.231
O 0.4838 -4.7280 -1.9989 -0.484
H 1.1003 -5.4064 -1.5583 0.326
H 0.8808 -4.0821 -2.4433 0.235
O -5.3032 -2.7149 1.0128 -0.558
H -5.4352 -3.5697 1.0585 0.238
H -4.9246 -2.3812 0.1643 0.286
O 3.4744 0.0565 0.5072 -0.027
H 2.7888 0.5459 0.1301 -0.161
H 3.9992 0.1326 -0.3075 0.121
O 3.5481 -0.9671 -4.8175 -0.670
H 2.5885 -1.3926 -4.8117 0.323
H 3.3135 -0.2455 -4.1850 0.291
O 2.0476 4.4087 3.6436 -0.600
H 1.7328 3.5562 3.6825 0.187
H 1.6313 4.8394 4.4343 0.343
O 4.2093 -1.8999 -1.2536 -0.557
H 3.3940 -1.4349 -0.8668 0.469
H 4.7324 -2.1560 -0.6084 0.252
```

- Kohn-Sham gap (eV) = 9.7
- HOMO level (eV) = -10.5
- total charge = 0



The most stable of them is entry three.